[1]
69
Properties=species:S:1:pos:R:3 method="wB97M-V/def2-TZVPD" orbital_gap_ev=7.99 charge=+1
Ag -0.017 0.263 -0.274
C -3.096 0.601 3.411
O -2.038 -0.329 3.737
C -1.207 -0.322 2.684
N -1.521 0.383 1.677
C -2.849 0.933 1.915
C -2.986 2.391 1.560
C -1.877 3.195 1.329
C -2.044 4.531 0.989
C -3.315 5.074 0.878
C -4.425 4.275 1.112
C -4.261 2.940 1.449
C -0.006 -1.174 2.706
C 0.345 -1.988 3.776
C 1.464 -2.797 3.641
C 2.184 -2.771 2.457
C 1.755 -1.916 1.448
N 0.687 -1.142 1.577
C 2.451 -1.770 0.157
N 2.173 -0.848 -0.672
C 3.114 -0.952 -1.786
C 3.904 -2.251 -1.456
O 3.447 -2.617 -0.136
C 2.456 -0.999 -3.141
C 3.060 -0.364 -4.220
C 2.522 -0.480 -5.492
C 1.370 -1.225 -5.694
C 0.747 -1.836 -4.614
C 1.288 -1.725 -3.342
H -2.999 1.476 4.055
H -4.050 0.115 3.598
H -3.540 0.370 1.279
H -0.883 2.773 1.416
H -1.176 5.154 0.819
H -3.443 6.116 0.613
H -5.422 4.690 1.035
H -5.130 2.318 1.632
H -0.254 -1.985 4.676
H 1.767 -3.447 4.450
H 3.058 -3.390 2.305
H 3.767 -0.076 -1.746
H 4.981 -2.109 -1.426
H 3.663 -3.062 -2.142
H 3.954 0.229 -4.062
H 3.004 0.011 -6.328
H 0.954 -1.326 -6.688
H -0.156 -2.412 -4.771
H 0.800 -2.198 -2.497
C 2.124 5.010 0.118
N 1.787 3.709 -0.430
C 0.930 3.497 -1.432
N 0.218 4.538 -1.883
S 0.772 1.979 -2.156
H 2.983 4.905 0.773
H 1.297 5.430 0.696
H 2.388 5.707 -0.680
H 2.281 2.894 -0.110
H 0.322 5.470 -1.519
H -0.397 4.379 -2.661
C -4.338 1.253 -2.242
S -2.529 1.258 -2.408
C -2.448 0.463 -4.040
O -2.083 0.208 -1.437
H -4.678 0.218 -2.229
H -4.773 1.804 -3.076
H -4.578 1.743 -1.300
H -2.349 1.224 -4.812
H -3.329 -0.151 -4.215
H -1.555 -0.158 -4.018

=====

[2]
64
Properties=species:S:1:pos:R:3 method="wB97M-V/def2-TZVPD" e_above_lowest_ev=0.000 orbital_gap_ev="6.33 / 6.98" charge=0 multiplicity=6
C 3.435 -0.513 5.497
C 2.922 0.375 4.475
C 3.198 1.703 4.261
C 2.440 2.085 3.129
C 1.750 0.978 2.676
B 0.666 0.933 1.479
O 0.726 -0.187 0.573
C -0.290 -1.150 0.889
C -1.090 -0.691 2.109
N -0.831 0.777 2.200
C -0.959 1.348 3.562
C -1.654 1.603 1.248
C -0.705 2.731 0.828
O 0.634 2.239 0.824
O 2.033 -0.075 3.527
H 3.971 0.101 6.219
H 2.643 -1.052 6.030
H 4.148 -1.230 5.078
H 3.871 2.327 4.842
H 2.423 3.078 2.678
H -0.963 -1.254 0.013
H 0.202 -2.119 1.083
H -2.163 -0.902 2.003
H -0.721 -1.173 3.020
H -2.025 1.440 3.820
H -0.478 0.694 4.300
H -0.505 2.348 3.585
H -1.960 0.984 0.394
H -2.547 1.991 1.753
H -0.944 3.068 -0.193
H -0.789 3.579 1.533
C -6.467 -1.643 -1.276
C -5.557 -0.720 -1.922
C -4.497 -0.396 -0.983
C -4.754 -1.134 0.249
C -5.975 -1.904 0.058
Fe -4.612 -2.344 -1.319
C -3.731 -4.128 -1.092
C -4.810 -4.194 -2.051
C -4.573 -3.210 -3.073
C -3.282 -2.553 -2.801
C -2.733 -1.472 -3.563
C -1.381 -1.162 -3.759
C -1.091 0.060 -4.448
C 0.216 0.386 -4.761
C 1.265 -0.463 -4.371
C 0.997 -1.654 -3.679
C -0.306 -2.022 -3.386
C -2.806 -3.108 -1.525
H -7.399 -2.018 -1.701
H -5.695 -0.269 -2.906
H -3.709 0.337 -1.134
H -4.204 -1.028 1.177
H -6.474 -2.504 0.815
H -3.534 -4.837 -0.300
H -5.588 -4.954 -2.063
H -5.148 -3.045 -3.987
H -3.466 -0.916 -4.161
H -1.927 0.687 -4.759
H 0.425 1.286 -5.332
H 2.297 -0.212 -4.606
H 1.806 -2.323 -3.392
H -0.546 -2.999 -2.954
H -1.824 -2.886 -1.114

=====

[3]
77
Properties=species:S:1:pos:R:3 method="wB97M-V/def2-TZVPD" e_above_lowest_ev=2.108 orbital_gap_ev="6.42 / 4.98" charge=0 multiplicity=6
Ru -2.701 0.546 1.433
C -3.591 4.216 0.107
C -3.840 2.974 -0.674
N -3.536 1.740 -0.312
C -3.927 0.912 -1.341
C -4.467 1.650 -2.335
N -4.406 2.949 -1.901
C -5.072 1.353 -3.659
O -5.096 0.087 -4.003
O -5.501 2.268 -4.327
C -3.690 -0.549 -1.282
O -4.049 -1.223 -2.267
O -3.125 -0.961 -0.229
H -3.005 3.965 0.986
H -4.525 4.671 0.440
H -3.049 4.955 -0.486
H -4.753 3.719 -2.455
H -4.677 -0.482 -3.269
Te -1.045 1.114 3.316
Te 0.073 2.211 5.407
Te -3.635 3.639 5.379
Te -3.729 1.968 3.376
O -5.594 -4.149 4.850
C -4.904 -3.252 4.110
C -3.521 -3.146 4.133
C -2.930 -2.181 3.347
N -3.613 -1.338 2.563
C -4.935 -1.485 2.553
Br -5.915 -0.321 1.438
C -5.637 -2.410 3.292
H -4.987 -4.660 5.399
H -2.915 -3.794 4.753
H -1.855 -2.060 3.343
H -6.713 -2.482 3.245
C 3.743 0.336 -4.018
C 4.003 -0.820 -3.041
C 3.706 -2.147 -3.752
C 5.496 -0.792 -2.686
C 3.133 -0.647 -1.745
O 3.277 0.668 -1.229
C 3.495 -1.694 -0.682
C 2.886 -1.515 0.720
C 3.448 -0.354 1.507
C 2.671 0.749 1.847
C 3.200 1.800 2.584
C 4.525 1.743 2.989
Cl 5.202 3.044 3.939
C 5.324 0.661 2.663
C 4.776 -0.382 1.926
C 1.649 -0.779 -2.130
N 0.706 0.014 -1.348
C -0.111 -0.389 -0.378
N -0.810 0.632 0.068
C -0.373 1.670 -0.699
N 0.548 1.345 -1.574
H 4.475 0.289 -4.827
H 3.833 1.304 -3.525
H 2.757 0.293 -4.484
H 4.346 -2.236 -4.633
H 2.672 -2.214 -4.102
H 3.909 -3.013 -3.117
H 6.079 -0.732 -3.606
H 5.822 -1.688 -2.156
H 5.769 0.081 -2.083
H 4.169 0.774 -0.880
H 4.580 -1.716 -0.558
H 3.210 -2.677 -1.067
H 3.101 -2.431 1.277
H 1.800 -1.436 0.680
H 1.634 0.799 1.523
H 2.590 2.655 2.844
H 6.356 0.632 2.990
H 5.403 -1.234 1.681
H 1.338 -1.818 -2.028
H 1.492 -0.482 -3.158
H -0.215 -1.415 -0.061
H -0.747 2.677 -0.602

=====

[4]
79
Properties=species:S:1:pos:R:3 method="wB97M-V/def2-TZVPD" e_above_lowest_ev=3.319 orbital_gap_ev=8.06 charge=0 smiles="CCN[C@]1(CC(C)C)[C@@](O)(/C(I)=C(/C)I)[C@@](OC#N)([PH2]=O)S(=O)(=O)O[C@@]1(Cc1ccc(C)cc1)C(=O)C(F)(F)C(F)(F)C(F)(F)C(=O)O"
C 2.501 -0.208 3.506
C 1.397 -1.320 3.114
N 0.073 -0.898 2.765
C -0.478 -0.328 1.527
C -0.550 1.210 1.989
C -1.031 2.406 1.093
C 0.141 3.502 0.885
C -2.080 3.325 1.890
C 0.321 -0.514 0.170
C 1.343 -1.729 0.024
C 1.815 -2.049 -1.427
C 1.054 -2.756 -2.453
C 1.609 -3.024 -3.797
C 2.978 -2.607 -4.135
C 3.502 -2.928 -5.570
C 3.786 -1.928 -3.118
C 3.199 -1.662 -1.810
C 1.370 0.674 -0.168
O 2.273 0.955 0.572
C 1.359 1.477 -1.552
F 0.141 2.118 -1.787
F 1.483 0.652 -2.677
C 2.594 2.453 -1.747
F 2.632 3.499 -0.861
F 3.815 1.779 -1.594
C 2.745 3.055 -3.205
F 3.344 2.183 -4.092
F 3.671 4.108 -3.081
C 1.481 3.639 -3.906
O 1.057 3.056 -4.873
O 0.766 4.744 -3.478
O -0.420 -0.529 -1.067
S -1.987 -0.720 -1.224
O -2.240 -1.964 -1.969
O -2.503 0.323 -2.119
C -2.998 -0.779 0.378
O -3.766 -2.036 0.183
C -4.928 -2.031 0.861
N -5.825 -2.153 1.569
P -4.287 0.550 0.330
O -3.947 1.945 -0.128
C -1.934 -1.112 1.513
O -1.501 -2.389 0.880
C -2.447 -1.719 2.881
I -2.225 -3.867 3.374
C -3.125 -1.117 3.908
C -3.598 -1.836 5.238
I -3.718 0.915 3.855
H 3.051 -0.529 4.444
H 2.051 0.786 3.753
H 3.315 -0.147 2.725
H 1.278 -1.848 4.121
H 1.946 -2.107 2.535
H -0.278 -0.452 3.616
H 0.524 1.445 2.273
H -1.069 1.367 2.981
H -1.408 2.064 0.100
H 1.159 3.099 1.112
H 0.078 3.977 -0.137
H 0.025 4.375 1.595
H -2.082 4.347 1.408
H -1.748 3.464 2.958
H -3.128 2.966 1.878
H 1.022 -2.718 0.435
H 2.300 -1.510 0.584
H 0.024 -3.125 -2.245
H 0.982 -3.545 -4.558
H 4.455 -2.355 -5.759
H 3.679 -4.015 -5.767
H 2.751 -2.490 -6.293
H 4.836 -1.616 -3.322
H 3.849 -1.118 -1.069
H -0.163 4.549 -3.725
H -5.186 0.661 1.433
H -5.172 0.122 -0.736
H -0.735 -2.742 1.358
H -4.363 -2.630 4.994
H -2.719 -2.268 5.801
H -4.102 -1.131 5.944